Computed, not measured: a single C4H4N2S molecule at a distorted geometry, with wB97M-V/def2-TZVPD.

Output
Largest force on an atom   5.33 eV/A
Orbital gap   8.96 eV
Net charge   0
Structure (SMILES)   C1=CN=CSN=C1
DFT total energy   -662.39633 hartree

Structure (XYZ):
```
11
Properties=species:S:1:pos:R:3:forces:R:3
C -1.08771 -1.28387 -0.35084 -1.8 0.2 -1.5
C -1.55815 -0.39501 0.52805 -0.9 -0.1 3.6
N -0.61532 -0.08763 1.59187 -1.1 0.7 -1.8
C 0.38977 0.58839 1.25096 1.4 0.8 2.0
S 0.72607 1.30087 -0.39835 0.0 -2.5 0.3
N 1.08599 -0.33543 -1.18355 -2.1 -0.2 2.1
C 0.22980 -1.33154 -0.90361 3.7 1.7 -3.5
H -1.82292 -1.77665 -0.98430 0.1 -0.3 0.1
H -2.68595 -0.16541 0.89316 2.8 -0.9 -1.5
H 1.12050 0.73186 2.13289 -0.6 0.1 -1.8
H 0.63420 -2.11008 -1.67381 -1.4 0.4 2.0
```
Forces are in eV/Å.

=====

Computed, not measured: a single C4H4N2S molecule at a distorted geometry, with wB97M-V/def2-TZVPD.

Output
Largest force on an atom   2.46 eV/A
Orbital gap   7.04 eV
Net charge   0
Structure (SMILES)   NC1=CC(=S)C=N1
DFT total energy   -662.46499 hartree

Structure (XYZ):
```
11
Properties=species:S:1:pos:R:3:forces:R:3
N -0.76671 -1.80861 -0.34363 -0.4 0.0 -0.3
C -0.29256 -0.56023 -0.30981 0.6 -1.9 1.4
C -0.74638 0.46596 0.47099 -0.5 -1.0 -0.4
C 0.27652 1.39093 0.39802 -0.2 2.1 1.0
S 0.27543 2.92794 0.98960 0.6 -0.4 -0.2
C 1.35693 0.71968 -0.36529 -0.2 1.0 0.0
N 1.05278 -0.42139 -0.80082 -0.9 -0.1 -0.8
H -1.49442 -1.92186 0.38517 0.6 -1.0 -1.5
H -0.31490 -2.48123 -1.00833 -1.1 0.7 1.5
H -1.59071 0.46042 1.14189 -0.2 0.2 -0.4
H 2.24401 1.22840 -0.55778 1.7 0.5 -0.3
```
Forces are in eV/Å.

=====

Computed, not measured: 2 unconnected molecules or ions with the total composition C4H4N2S2 at a distorted geometry, with wB97M-V/def2-TZVPD.

Output
Largest force on an atom   3.72 eV/A
Orbital gap (alpha / beta)   7.91 / 7.91 eV
Net charge   0
DFT total energy   -1060.60006 hartree

Structure (XYZ):
```
12
Properties=species:S:1:pos:R:3:forces:R:3
C 0.65646 -1.18781 -0.06547 -0.7 -0.6 0.1
C 1.93505 -0.71855 -0.21265 -2.3 0.0 1.4
C -2.05990 1.76277 -0.20145 -0.9 -0.4 -0.1
C 0.53472 0.68428 1.20229 -0.1 -1.2 0.7
N -1.03370 2.22015 -0.12627 3.1 2.1 -0.1
N -0.16493 -0.34676 0.71617 2.9 0.6 -0.8
S 2.17776 0.69864 0.73469 -0.7 0.0 0.1
S -1.78260 -0.52380 0.89966 -1.5 -1.5 0.9
H 0.07849 -2.14459 -0.24552 1.4 1.2 -0.5
H 2.81641 -1.20209 -0.46479 1.1 -1.0 -1.2
H -3.00826 1.42116 -0.31953 -2.1 -0.5 -0.4
H 0.19384 0.97037 2.17720 -0.2 1.4 -0.1
```
Forces are in eV/Å.

=====

Computed, not measured: a gas-phase ion, C4H4N3S2 (charge +1) at a distorted geometry, with wB97M-V/def2-TZVPD.

Output
Largest force on an atom   7.66 eV/A
Orbital gap (alpha / beta)   6.92 / 6.93 eV
Net charge   +1
DFT total energy   -1115.05470 hartree

Structure (XYZ):
```
13
Properties=species:S:1:pos:R:3:forces:R:3
C 0.07186 1.42591 1.09339 -4.4 3.2 2.1
C -1.27101 2.46831 1.80880 7.6 -0.9 -0.7
C -2.27409 1.84016 1.16644 -0.4 0.1 0.0
C -0.17913 -0.45891 -0.43152 -1.7 -1.6 -0.7
N -3.43651 2.42481 1.33874 -2.5 0.3 0.5
N -1.94157 0.79692 0.44877 -3.3 -2.0 -2.2
N -0.67096 0.63885 0.38576 0.6 0.5 1.3
S -1.51712 3.87798 2.68377 -0.2 -0.9 -0.1
S -3.54383 3.65557 2.31812 0.7 -0.6 -0.9
H 1.09282 1.40991 0.96050 2.1 0.6 0.5
H -0.41466 -1.42764 0.08105 -0.8 0.9 -0.4
H 0.89209 -0.59008 -0.34935 0.4 1.1 -1.0
H -0.80377 -0.35592 -1.41884 2.0 -0.5 1.6
```
Forces are in eV/Å.

=====

Computed, not measured: a single C4H4N4 molecule at a distorted geometry, with wB97M-V/def2-TZVPD.

Output
Largest force on an atom   6.23 eV/A
Orbital gap (alpha / beta)   8.60 / 8.60 eV
Net charge   0
DFT total energy   -373.65182 hartree

Structure (XYZ):
```
12
Properties=species:S:1:pos:R:3:forces:R:3
C -1.41936 -0.99329 0.03927 -0.4 1.0 -1.1
C -0.08469 -0.50112 0.03137 -0.8 1.1 0.0
C -0.30570 0.86404 0.02178 3.7 -0.1 -0.4
C 2.09493 0.22299 -0.07843 -0.8 -4.0 -1.2
N -2.31748 0.01038 -0.02210 0.5 -0.8 0.1
N 1.27465 -0.99525 -0.05243 -2.6 3.3 -4.0
N 1.82596 1.38992 -0.09805 -4.7 3.6 0.2
N -1.61535 1.14770 -0.03176 -1.0 1.9 0.0
H -1.88223 -1.90685 -0.25255 0.4 -1.0 0.6
H 1.56479 -1.17560 0.80441 1.3 -2.9 5.4
H 3.06431 -0.09800 -0.21797 2.6 -0.3 0.1
H -2.19982 2.03507 -0.14353 1.9 -1.7 0.4
```
Forces are in eV/Å.

=====

Computed, not measured: a single C4H4N4 molecule at a distorted geometry, with wB97M-V/def2-TZVPD.

Output
Largest force on an atom   4.90 eV/A
Orbital gap   9.05 eV
Net charge   0
Structure (SMILES)   [H]/N=C/N=C1/C=NC=N1
DFT total energy   -373.75043 hartree

Structure (XYZ):
```
12
Properties=species:S:1:pos:R:3:forces:R:3
H -3.73706 0.37372 0.13455 -0.8 0.4 -0.3
N -3.02733 -0.29732 -0.10600 1.7 1.5 0.8
C -1.88220 0.28580 0.09638 -2.5 -0.2 0.1
N -0.86541 -0.70200 -0.05165 -1.8 0.4 0.2
C 0.31432 -0.36196 -0.06104 1.1 3.6 0.0
C 1.43668 -1.19296 -0.02059 3.1 -3.8 0.2
N 2.57357 -0.56059 0.11152 -2.3 -0.9 -0.6
C 2.07379 0.79039 -0.03279 3.0 -0.3 -0.5
N 0.85802 0.97921 -0.09964 -3.3 0.5 0.1
H -1.80834 1.46057 0.44252 0.5 -3.2 -0.9
H 1.27411 -2.30517 -0.10261 0.7 1.2 0.4
H 2.78984 1.53031 -0.31064 0.5 0.7 0.5
```
Forces are in eV/Å.

=====

Computed, not measured: a molecular structure, C4H4N4 at a distorted geometry, with wB97M-V/def2-TZVPD.

Output
Largest force on an atom   8.82 eV/A
Orbital gap   7.99 eV
Net charge   0
DFT total energy   -373.58483 hartree

Structure (XYZ):
```
12
Properties=species:S:1:pos:R:3:forces:R:3
C 2.81653 0.01796 0.10632 -6.1 -2.4 -0.1
C -0.51949 -0.00797 -0.11435 -6.9 -1.4 0.9
C -1.48987 1.14378 0.13913 3.6 5.1 -3.7
C -1.60777 -1.09577 -0.23560 -0.4 1.4 2.6
H 3.03296 -1.18097 0.83651 -1.4 3.8 -2.6
H 3.64125 0.62108 0.22927 1.6 1.6 -0.5
H -1.18436 2.31444 -0.22727 -0.8 -3.3 1.9
H -1.43226 -2.13462 0.02385 0.0 -0.1 -0.8
N 1.58762 0.50271 -0.49716 6.9 -2.9 4.8
N 0.62341 -0.42781 -0.17538 3.7 0.1 -2.3
N -2.69305 0.83168 -0.04280 -0.2 -0.3 0.7
N -2.77497 -0.58449 -0.04252 0.1 -1.8 -0.8
```
Forces are in eV/Å.

=====

Computed, not measured: a single C4H4N4 molecule at a distorted geometry, with wB97M-V/def2-TZVPD.

Output
Largest force on an atom   4.10 eV/A
Orbital gap   8.92 eV
Net charge   0
Structure (SMILES)   [H]/N=c1\cncncn1
DFT total energy   -373.75250 hartree

Structure (XYZ):
```
12
Properties=species:S:1:pos:R:3:forces:R:3
H -2.66254 0.81580 0.59983 -0.2 1.0 0.2
N -2.29850 -0.10979 0.60795 0.5 -2.2 -0.5
C -1.20108 -0.18118 -0.03708 -0.6 1.3 1.1
C -0.56910 1.09049 -0.43088 -0.6 0.7 -0.6
N 0.65079 1.39729 -0.30785 -0.6 2.1 -1.4
C 1.60453 0.65321 0.30138 1.8 3.6 0.5
N 1.58725 -0.53132 0.60626 0.4 -4.0 -0.5
C 0.79459 -1.28405 -0.28201 -2.2 -0.3 1.4
N -0.48676 -1.27278 -0.45253 2.0 -0.8 -0.4
H -1.28430 1.85786 -0.81684 0.7 -0.4 0.1
H 2.53839 1.22218 0.51420 -0.9 0.0 0.5
H 1.46541 -1.95048 -0.78241 -0.3 -0.9 -0.5
```
Forces are in eV/Å.

=====

Across the entries above, energy above the lowest of the compared OMol25 structures with the same formula, charge and spin takes the values 339.48; 159.21; 303.10; 49.15; 506.93; 248.02; 682.81; 242.60 kJ/mol, respectively.